one | This record from the OMol25 dataset describes a gas-phase ion, C10H14BrN2 (charge +1). The level of theory is ωB97M-V with the def2-TZVPD basis set.

Structure (XYZ):
```
27
Properties=species:S:1:pos:R:3
C -0.9345 1.1154 0.0454
C 0.0661 0.3051 -0.2715
C 1.3870 0.8041 0.2598
C -0.9236 2.5336 0.2337
C 1.5145 2.2256 0.5441
C 0.4643 3.0728 -0.1063
C -0.9745 -3.0983 -1.4683
C -1.6445 -2.8782 -0.1796
C -1.1559 -1.6958 -1.0485
C 2.3885 -1.0815 1.2644
N 2.2926 -0.0902 0.5615
N -0.0276 -1.0256 -0.5459
Br 1.0406 -1.5132 2.6548
H -1.9610 0.7137 0.1846
H -1.6801 3.0813 -0.2921
H -1.0581 2.8134 1.3441
H 1.1678 2.1119 1.6781
H 2.5246 2.6271 0.3526
H 0.4819 2.9768 -1.2484
H 0.2489 4.0977 0.1788
H 0.0850 -3.4602 -1.4194
H -1.4733 -3.3974 -2.3519
H -2.7192 -2.7333 -0.0800
H -1.2336 -3.1216 0.7539
H -1.8937 -1.0481 -1.3228
H 3.1989 -1.8088 1.2282
H 0.8190 -1.5263 -0.9494
```

Calculated values
E_HOMO (alpha / beta) (eV): -11.646 / -11.646
Frontier orbital gap (alpha / beta) (Eh): 0.238 / 0.238
2S+1: 1
Total charge: +1
LUMO level (alpha / beta) (eV): -5.18 / -5.18
SMILES: BrC=[N+]=C1CCCC=C1NC1CC1

***

two | This record from the OMol25 dataset describes a gas-phase ion, C10H14BrN2 (charge +1). The level of theory is ωB97M-V with the def2-TZVPD basis set.

Structure (XYZ):
```
27
Properties=species:S:1:pos:R:3
C -0.9398 0.5070 0.3292
C 0.2551 0.1561 -0.2536
C 1.2535 1.1727 -0.4050
C -1.3220 1.8903 0.6799
C 1.0002 2.5542 0.1005
C -0.4707 2.9245 -0.0479
C 0.0906 -3.5695 -0.2886
C -0.6626 -2.8442 0.7822
C -0.4083 -2.1832 -0.5474
C 3.5308 0.5244 -1.1101
N 2.3647 0.9415 -1.0257
N 0.5530 -1.1278 -0.6082
Br 4.5086 -0.2048 0.3401
H -1.6372 -0.2764 0.5821
H -2.3837 2.0397 0.4726
H -1.2070 2.0098 1.7664
H 1.2685 2.5590 1.1660
H 1.6501 3.2682 -0.4061
H -0.7403 2.9499 -1.1046
H -0.6392 3.9169 0.3669
H 1.1519 -3.7062 -0.1532
H -0.3924 -4.3860 -0.7993
H -1.6653 -3.1601 1.0176
H -0.1016 -2.4866 1.6304
H -1.2492 -2.0568 -1.2230
H 4.0659 0.5638 -2.0520
H 1.4175 -1.3143 -1.0867
```

Calculated values
E_HOMO (alpha / beta) (eV): -11.951 / -11.951
Frontier orbital gap (alpha / beta) (Eh): 0.256 / 0.256
2S+1: 1
Total charge: +1
LUMO level (alpha / beta) (eV): -4.99 / -4.99
SMILES: BrC=[N+]=C1CCCC=C1NC1CC1

***

Most stable pick: two. Distance to second place: 49.3 kcal/mol.